1.
Molecular formula: C34H25Cl3N3OPRhSi
Method: DFT, wB97M-V/def2-TZVPD

Values from the calculation:
Energy above the lowest of the compared OMol25 structures with the same formula, charge and spin ... 10.5 kcal/mol
Energy ... -99921.769 eV
Orbital gap (spin up / spin down) ... 4.9581 / 6.8614 eV
<S²> ... 6.04
Highest occupied orbital energy (spin up / spin down) ... -0.2994 / -0.4232 Eh

The geometry in ORCA input format:
```
! RIJCOSX wB97M-V def2-TZVPD def2/J DEFGRID3
* xyz 1 5
Rh 0.66598 -0.32844 0.47333
C 4.61453 -0.14185 -1.46579
C 5.50143 0.06607 -0.42064
C 5.01949 0.11056 0.87681
C 3.65789 -0.04707 1.09338
N 2.81065 -0.26215 0.07501
C 3.27483 -0.31123 -1.17320
C 3.03281 -0.00641 2.43387
C 3.72840 0.29699 3.59283
C 3.03453 0.32515 4.79114
C 1.68525 0.02006 4.80820
C 1.05707 -0.29853 3.61113
N 1.72395 -0.28512 2.45741
C -0.35646 -0.72451 3.51662
C -1.11762 -1.02517 4.63712
C -2.40403 -1.51106 4.46512
C -2.88033 -1.69587 3.17950
C -2.05704 -1.37203 2.11501
N -0.83159 -0.87999 2.27007
H 4.94527 -0.18459 -2.49300
H 6.55848 0.19042 -0.60972
H 5.69851 0.26426 1.70090
H 2.54609 -0.49959 -1.95119
H 4.78254 0.52358 3.56953
H 3.54485 0.58155 5.70898
H 1.13408 0.03635 5.73515
H -0.71210 -0.90725 5.62977
H -3.01214 -1.75723 5.32446
H -3.86725 -2.09146 2.98875
H -2.39211 -1.51993 1.09958
O 1.61658 2.27611 1.32785
C 0.74462 1.96798 0.54536
C -0.00455 2.63675 -0.43367
C 0.12179 4.05369 -0.58096
C -0.66277 4.72248 -1.47557
C -1.61559 4.05186 -2.27216
C -1.74804 2.68437 -2.14903
C -0.94826 1.96976 -1.25893
P -1.03989 0.20373 -1.11262
C -2.81022 -0.15534 -1.04367
C -3.49021 -0.87020 -2.02333
C -4.87340 -0.98217 -1.96427
C -5.57923 -0.37249 -0.94047
C -4.90431 0.36169 0.02935
C -3.52811 0.47281 -0.02411
C -0.34115 -0.49991 -2.63481
C -0.52270 -1.83587 -2.99379
C 0.06435 -2.33311 -4.14391
C 0.85260 -1.51089 -4.93637
C 1.04660 -0.18374 -4.58297
C 0.44803 0.32527 -3.44104
H 0.83776 4.57930 0.03632
H -0.55401 5.79519 -1.57196
H -2.23142 4.60239 -2.96797
H -2.47584 2.15616 -2.75435
H -2.95632 -1.33407 -2.84109
H -5.39656 -1.53962 -2.72953
H -6.65709 -0.45548 -0.90317
H -5.45398 0.85782 0.81791
H -3.00911 1.07056 0.71742
H -1.11189 -2.49523 -2.37151
H -0.08434 -3.36914 -4.41527
H 1.31190 -1.90449 -5.83317
H 1.65127 0.46281 -5.20464
H 0.58254 1.36692 -3.17705
Cl -1.00988 -3.77020 0.11512
Si 0.75891 -2.70375 0.32281
Cl 1.96874 -3.38229 -1.20818
Cl 1.61722 -3.48516 2.03733
*
```

2.
Molecular formula: C34H25MnN3O2PSe2
Method: DFT, wB97M-V/def2-TZVPD

Values from the calculation:
Energy ... -215525.478 eV
Orbital gap (spin up / spin down) ... 5.7717 / 7.0203 eV
<S²> ... 0.87
Highest occupied orbital energy (spin up / spin down) ... -0.4227 / -0.4227 Eh

The geometry in ORCA input format:
```
! RIJCOSX wB97M-V def2-TZVPD def2/J DEFGRID3
* xyz 1 2
Mn -0.00857 -0.47676 0.53400
Se -0.74015 -2.48384 -0.31889
P 1.12217 -2.43498 -1.50806
Se 2.16421 -0.92051 -0.35736
C 0.77730 -1.94657 -3.19936
C 1.80850 -2.08317 -4.13099
C 1.61857 -1.65144 -5.43134
C 0.40393 -1.08794 -5.80509
C -0.61973 -0.95246 -4.87958
C -0.43541 -1.37753 -3.57261
C 1.94395 -4.02637 -1.55531
C 1.42020 -5.01734 -2.38821
C 2.00797 -6.26817 -2.41348
C 3.12147 -6.52842 -1.62154
C 3.64426 -5.54250 -0.79948
C 3.05388 -4.28786 -0.75949
H 2.75363 -2.52966 -3.84599
H 2.41480 -1.75725 -6.15495
H 0.25653 -0.75648 -6.82411
H -1.56524 -0.51848 -5.17442
H -1.23537 -1.26406 -2.85154
H 0.56272 -4.81316 -3.01844
H 1.60451 -7.03969 -3.05442
H 3.58245 -7.50650 -1.65030
H 4.51243 -5.74647 -0.18839
H 3.45596 -3.51936 -0.11097
N -2.89708 4.74983 -3.53020
C -2.42113 3.92305 -2.89186
C -1.82816 2.88401 -2.09634
C -2.64645 2.03873 -1.34866
C -2.07580 1.03647 -0.58349
C -0.68693 0.88545 -0.59318
C 0.13814 1.72517 -1.34190
C -0.44369 2.73673 -2.08929
H -3.71903 2.17332 -1.36727
H -2.70415 0.38787 0.00968
H 1.21015 1.60267 -1.34662
H 0.17041 3.40840 -2.67288
O -1.51279 -0.35820 1.96705
C -0.60122 -0.00707 2.76258
N -0.54045 0.09355 4.07580
C 0.84393 0.38971 4.50316
C 1.58112 0.38468 3.12780
O 2.75004 0.53546 2.94310
N 0.60315 0.20054 2.14957
C 0.90133 1.75239 5.17411
C 1.14419 2.90541 4.43717
C 1.10444 4.14768 5.05260
C 0.81489 4.24551 6.40469
C 0.57005 3.09673 7.14352
C 0.61671 1.85403 6.53228
C 1.42930 -0.73750 5.33954
C 2.69336 -0.55399 5.89683
C 3.27988 -1.56716 6.63340
C 2.61153 -2.77054 6.82502
C 1.35877 -2.95751 6.26734
C 0.76944 -1.94536 5.51922
H -1.32866 -0.00509 4.69520
H 1.38390 2.84851 3.38232
H 1.30590 5.03941 4.47460
H 0.78599 5.21450 6.88403
H 0.35008 3.16686 8.20027
H 0.44554 0.96026 7.11960
H 3.21562 0.38215 5.75119
H 4.26082 -1.41737 7.06356
H 3.06993 -3.55701 7.40893
H 0.83191 -3.89124 6.41159
H -0.20520 -2.11719 5.08126
*
```

3.
Molecular formula: C34H26ClFN3O20
Method: DFT, wB97M-V/def2-TZVPD

Values from the calculation:
Energy ... -96324.189 eV
Orbital gap ... 6.4663 eV
Highest occupied orbital energy ... -0.3937 Eh

The geometry in ORCA input format:
```
! RIJCOSX wB97M-V def2-TZVPD def2/J DEFGRID3
* xyz 1 1
N -2.40937 -0.03990 0.36006
C -3.24788 1.06838 -0.27009
C -4.78477 0.65971 -0.01168
C -5.37860 -0.43917 -0.91567
N -6.71581 -0.52558 -0.33419
Cl -7.90210 -1.63606 -0.93955
C -6.97866 0.37193 0.75236
N -5.75018 1.13631 0.95211
F -5.54759 2.08923 1.86314
H -2.67874 -0.92331 -0.13492
H -2.85196 -0.16151 1.29670
H -2.95405 2.05140 0.24585
H -2.96264 1.07706 -1.38075
H -4.93252 -1.03073 -1.77620
H -7.93869 0.48176 1.36149
C -1.99342 7.51813 -0.28334
C -1.80626 6.21759 -0.04882
C -2.95459 5.29855 0.19008
O -2.74370 4.11102 0.38255
C -4.30445 5.86800 0.18857
C -4.49281 7.16971 -0.04257
C -3.34596 8.08493 -0.30896
O -3.55642 9.26245 -0.53376
O -5.73852 7.71246 -0.04458
O -0.55571 5.67616 -0.01908
H -1.16875 8.19566 -0.46042
H -5.12740 5.19283 0.38101
H -5.60800 8.66265 -0.23624
H -0.68646 4.72448 0.16643
C -2.06159 -4.20367 0.38064
C -1.84746 -5.50359 0.60420
C -2.97695 -6.44634 0.84719
O -2.74739 -7.62638 1.02855
C -4.33842 -5.89796 0.86155
C -4.54934 -4.59967 0.64163
C -3.42162 -3.66382 0.37167
O -3.65564 -2.47885 0.15535
O -5.80879 -4.07475 0.65465
O -0.59086 -6.01759 0.61782
H -1.25071 -3.50871 0.20088
H -5.14847 -6.58803 1.05646
H -5.69408 -3.12392 0.46956
H -0.70095 -6.97269 0.79799
C 2.31539 -1.06745 -1.10839
C 3.13992 -1.13041 -2.15668
C 3.61745 -2.43795 -2.69189
O 4.35406 -2.45832 -3.66160
C 3.17660 -3.66086 -2.01429
C 2.35519 -3.59712 -0.96396
C 1.85578 -2.29160 -0.44614
O 1.09030 -2.27311 0.50470
O 1.93894 -4.72274 -0.32251
O 3.57693 -0.00299 -2.77999
H 1.95963 -0.12587 -0.71171
H 3.54444 -4.60168 -2.40138
H 1.35571 -4.41151 0.39687
H 4.15655 -0.31321 -3.50375
C 8.83717 -3.70102 -2.62910
C 7.98655 -3.02551 -3.40556
C 8.42154 -1.82184 -4.17094
O 7.62208 -1.24033 -4.88486
C 9.81223 -1.38011 -4.02559
C 10.66162 -2.05377 -3.24653
C 10.23383 -3.27292 -2.50287
O 11.04163 -3.87321 -1.81517
O 11.95418 -1.65417 -3.10004
O 6.68647 -3.40859 -3.53125
H 8.53512 -4.57686 -2.07041
H 10.11053 -0.49551 -4.57205
H 12.35919 -2.30291 -2.49141
H 6.28271 -2.76410 -4.14457
C -0.75719 1.89221 5.16829
C -0.72096 3.14105 5.63935
C -0.47925 4.30417 4.73842
O -0.47154 5.43143 5.19911
C -0.25285 4.03526 3.31399
C -0.28572 2.78632 2.84410
C -0.55495 1.62676 3.74075
O -0.59595 0.50288 3.27272
O -0.07322 2.52328 1.52200
O -0.90444 3.40278 6.96136
H -0.93388 1.03971 5.81059
H -0.06051 4.88651 2.67394
H -0.14920 1.55109 1.43211
H -0.83377 4.37403 7.04661
*
```